Computed, not measured: a cluster of 13 separate species, C39H68O39 in total in a non-equilibrium geometry, with ωB97M-V with the def2-TZVPD basis set.

Values from the calculation:
E_LUMO   0.35 eV
Relative energy (zero: lowest compared OMol25 entry of this formula, charge and spin)   86.1 kJ/mol
Total charge   0

Atoms and positions in Å:
C -3.2637 -0.4189 3.5647
C -2.7064 -1.8049 3.2552
O -1.3066 -1.6883 3.6707
C -1.0186 -0.3823 3.9235
O 0.0832 0.0727 4.1118
O -2.0997 0.3630 3.7346
H -3.8687 -0.5410 4.4619
H -3.7798 -0.0528 2.6802
H -2.5712 -1.9272 2.1813
H -3.2753 -2.5588 3.7916
C 2.3719 -2.2406 3.2455
C 3.0769 -2.4827 4.5475
O 4.4751 -2.3932 4.2053
C 4.6376 -1.9397 2.9549
O 5.7059 -1.7194 2.4514
O 3.4159 -1.6016 2.4457
H 1.5264 -1.5621 3.3293
H 1.9200 -3.1094 2.7655
H 2.7882 -3.4091 5.0389
H 2.8796 -1.6525 5.2263
C 3.1606 3.2860 5.6786
C 3.7886 2.0955 5.0122
O 3.1043 0.9891 5.5676
C 2.1237 1.4185 6.3114
O 1.3782 0.6938 6.9159
O 1.9816 2.7625 6.2410
H 3.0524 4.0122 4.8744
H 3.7312 3.7144 6.5046
H 4.8626 2.0317 5.1869
H 3.6183 2.0300 3.9362
C -1.6575 -0.4075 -6.7671
C -2.6318 -1.5114 -7.1887
O -3.7540 -1.3111 -6.3964
C -3.4145 -0.6141 -5.3080
O -4.1032 -0.3996 -4.3665
O -2.1510 -0.1211 -5.4915
H -1.7554 0.4195 -7.4732
H -0.6191 -0.7146 -6.6568
H -2.1927 -2.4991 -7.0376
H -2.9864 -1.4381 -8.2165
C -0.5938 2.6809 4.1101
C -0.3971 3.6840 5.2255
O -1.0680 4.8462 4.7541
C -1.9687 4.4741 3.7827
O -2.9080 5.0911 3.3542
O -1.8478 3.1594 3.5728
H -0.8794 1.6689 4.3925
H 0.1946 2.6645 3.3575
H 0.6582 3.8983 5.3829
H -0.8207 3.3373 6.1684
C 3.3768 5.7484 3.1092
O 3.0109 4.6240 2.2959
C 3.6137 4.3854 1.1124
O 4.6452 4.9386 0.7651
O 2.8600 3.5511 0.5085
C 3.1261 3.0133 -0.7955
H 4.2071 5.4541 3.7504
H 2.5374 6.1046 3.7015
H 3.7106 6.6033 2.5216
H 4.1571 2.6904 -0.9395
H 2.9542 3.7818 -1.5444
H 2.4534 2.1775 -0.9662
C 0.3154 1.0489 -3.6651
O 1.3154 2.0049 -3.4372
C 1.0470 3.2979 -3.7079
O -0.0222 3.7757 -3.9777
O 2.2107 3.9262 -3.6320
C 2.2650 5.3337 -3.8633
H 0.0288 1.1775 -4.7109
H -0.6001 1.2794 -3.1155
H 0.6984 0.0787 -3.3597
H 1.6009 5.8156 -3.1441
H 1.9737 5.5867 -4.8811
H 3.2455 5.7522 -3.6453
C 1.8013 -3.1654 -2.9321
O 0.7410 -2.9349 -3.8418
C -0.4579 -3.5204 -3.5409
O -0.6783 -4.1356 -2.5176
O -1.2925 -3.2442 -4.4790
C -2.5100 -3.9346 -4.5746
H 2.8018 -3.1333 -3.3579
H 1.7401 -4.1426 -2.4481
H 1.7998 -2.4651 -2.0965
H -3.0921 -3.6987 -5.4656
H -3.1925 -3.6615 -3.7694
H -2.4044 -5.0155 -4.6670
C 4.6927 1.8300 -4.3839
O 4.9456 1.2360 -3.1059
C 4.2883 0.1654 -2.7214
O 3.3324 -0.3409 -3.2868
O 4.6165 -0.0808 -1.4701
C 4.2492 -1.2843 -0.7896
H 5.2828 1.3522 -5.1653
H 5.0998 2.8388 -4.3236
H 3.6294 1.8907 -4.6037
H 4.5658 -1.1037 0.2343
H 4.6928 -2.1963 -1.1861
H 3.1636 -1.3904 -0.7695
C -3.3457 2.4360 -3.3123
O -4.3446 2.9004 -2.3941
C -3.9378 3.2437 -1.1529
O -4.7488 3.4799 -0.2706
O -2.6050 3.1893 -1.0038
C -2.1033 3.2454 0.3332
H -2.9619 1.4953 -2.9324
H -2.5317 3.1245 -3.5415
H -3.8238 2.3214 -4.2836
H -2.5101 4.1256 0.8305
H -1.0179 3.2068 0.3134
H -2.5472 2.3690 0.8063
C -0.5169 -3.9768 0.6947
O -0.2726 -4.0229 2.0788
C -1.0705 -4.6900 2.8890
O -2.1316 -5.2324 2.6385
O -0.6077 -4.4548 4.1343
C -1.3659 -5.0542 5.1848
H 0.3123 -3.4185 0.2648
H -1.3871 -3.3815 0.4128
H -0.5718 -4.9444 0.1978
H -2.2309 -4.4555 5.4707
H -0.7483 -4.9781 6.0819
H -1.5763 -6.1159 5.0790
C -5.9325 -2.6754 -2.5600
O -5.4479 -3.9566 -2.3849
C -4.6876 -4.2265 -1.3622
O -4.3657 -3.4791 -0.4724
O -4.3657 -5.5543 -1.4163
C -3.3320 -6.0554 -0.5764
H -5.6944 -1.8582 -1.8812
H -7.0128 -2.5924 -2.7017
H -5.6109 -2.3394 -3.5496
H -3.5049 -7.1170 -0.4055
H -3.3452 -5.6601 0.4408
H -2.3787 -5.8489 -1.0610
C 1.3707 1.0309 1.3625
O 0.1025 1.0102 0.6977
C -0.3186 -0.0748 0.0401
O 0.3439 -1.0835 -0.1457
O -1.4487 0.2378 -0.5643
C -1.9333 -0.7381 -1.5310
H 1.3089 0.2885 2.1590
H 1.6183 2.0250 1.7130
H 2.1678 0.5549 0.7863
H -2.6162 -0.3568 -2.2842
H -2.5428 -1.4663 -0.9880
H -1.1711 -1.3842 -1.9645

---

Computed, not measured: a cluster of 3 separate species, C20H39N4O7 in total in a non-equilibrium geometry, with ωB97M-V with the def2-TZVPD basis set.

Values from the calculation:
E_LUMO   2.08 eV
Total charge   -1

Atoms and positions in Å:
C -0.3112 1.0181 -2.4572
C 0.5049 -0.0909 -2.5607
N 1.8984 -0.1532 -2.4705
N 2.4572 1.0924 -2.8603
C 2.4530 -0.6160 -1.1729
C 4.0098 -0.5541 -1.3339
C 4.7218 0.6959 -0.8000
C 5.3769 0.5414 0.5928
C 5.2969 1.8127 1.4430
O 4.6085 1.5474 2.6516
C 3.7141 2.5563 3.0636
C 2.1351 -2.0927 -0.8682
C 0.6891 -2.4918 -0.5586
C 0.1678 -2.1715 0.8499
C 0.9619 -2.8209 1.9574
O 0.2838 -2.6738 3.2418
C 0.1865 -1.3985 3.6778
O 0.9474 -0.8888 4.4368
C 2.1103 0.2495 0.0760
O 2.4885 -0.2532 1.1550
O 1.5664 1.3566 -0.0821
H -0.3573 1.8644 -3.1283
H -1.0377 0.9586 -1.6484
H 0.0298 -1.0322 -2.8257
H 2.1017 1.3484 -3.7667
H 2.2455 1.8010 -2.1554
H 4.4715 -1.4254 -0.8682
H 4.2274 -0.6424 -2.3975
H 5.5571 0.8890 -1.4818
H 4.1121 1.5926 -0.8560
H 4.9662 -0.2988 1.1440
H 6.4399 0.3371 0.4315
H 6.3106 2.1425 1.7140
H 4.8383 2.6238 0.8737
H 3.9902 3.5426 2.6811
H 2.7016 2.2870 2.7561
H 3.7474 2.6104 4.1540
H 2.4760 -2.6791 -1.7296
H 2.7722 -2.3810 -0.0391
H -0.0524 -2.1134 -1.2499
H 0.6360 -3.5862 -0.6476
H 0.0580 -1.0957 0.9603
H -0.8332 -2.5961 0.8972
H 1.9874 -2.4704 2.0356
H 0.9543 -3.8990 1.7893
H -0.7101 -0.8589 3.3399
C -4.0113 -2.1396 2.2275
C -3.4804 -0.9506 1.4584
O -2.5364 -1.0411 0.6996
N -4.0984 0.2521 1.6522
C -5.2235 0.5562 2.5115
H -3.4130 -3.0074 1.9682
H -3.9339 -1.9701 3.3022
H -5.0525 -2.3360 1.9662
H -3.6871 1.0019 1.1177
H -6.0513 0.9562 1.9211
H -4.9383 1.3050 3.2531
H -5.5641 -0.3341 3.0293
C -4.0785 -0.0760 -2.7796
C -3.7765 1.2601 -3.4188
O -2.8415 1.4074 -4.1773
N -4.5943 2.3098 -3.0999
C -5.7385 2.3141 -2.2139
H -3.3400 -0.7913 -3.1255
H -4.0117 -0.0114 -1.6923
H -5.0740 -0.4246 -3.0631
H -4.3359 3.1713 -3.5528
H -6.6369 2.6165 -2.7576
H -5.5795 3.0207 -1.3958
H -5.9017 1.3269 -1.7944

---

Computed, not measured: a cluster of 3 separate species, C6H12Br6 in total, with ωB97M-V with the def2-TZVPD basis set.

Values from the calculation:
E_LUMO   0.33 eV
Relative energy (zero: lowest compared OMol25 entry of this formula, charge and spin)   13.4 kJ/mol
Total charge   0
SMILES string   BrCCBr.BrCCBr.BrCCBr

Atoms and positions in Å:
Br 1.0653 22.0225 18.3582
C 2.2809 21.9545 16.8582
C 2.3390 20.5568 16.3171
Br 3.6364 20.4976 14.9258
H 3.2480 22.3046 17.1971
H 1.9046 22.6515 16.1149
H 1.3833 20.2268 15.9197
H 2.6458 19.8296 17.0630
Br -1.4058 17.9219 9.6661
C 0.0664 18.0113 8.4092
C -0.3571 18.5585 7.0688
Br -1.4531 17.3128 6.0850
H 0.4662 17.0122 8.3218
H 0.7679 18.7045 8.8632
H 0.5312 18.6741 6.4490
H -0.9024 19.4869 7.1396
Br -0.7232 17.6498 14.7890
C -0.3477 18.2776 12.9671
C 0.6315 19.4076 13.0919
Br 1.1174 20.1315 11.3251
H -1.2874 18.5792 12.5249
H 0.0521 17.4212 12.4432
H 1.5958 19.0827 13.4508
H 0.2461 20.2253 13.6859

---

Computed, not measured: a cluster of 2 separate species, C4H3N2O2P in total in a non-equilibrium geometry, with ωB97M-V with the def2-TZVPD basis set.

Values from the calculation:
E_LUMO   -0.80 eV
Relative energy (zero: lowest compared OMol25 entry of this formula, charge and spin)   64.4 kJ/mol
Total charge   0
SMILES string   N#CP(O)C#N.C=C=O

Atoms and positions in Å:
N -0.9820 2.0088 -1.0525
C -1.2802 0.9049 -0.9157
P -1.7918 -0.6959 -0.3144
O -1.0187 -0.7642 1.1721
C -0.6634 -1.6468 -1.4249
N -0.1566 -2.4233 -2.0968
H -1.1148 -1.4734 1.7907
C 1.6760 0.5155 0.2192
C 1.0312 1.1973 1.1328
O 0.5425 1.8922 1.8970
H 1.0609 0.3028 -0.6508
H 2.6967 0.1819 0.2434

---

Computed, not measured: the molecule C5H8N2 in a non-equilibrium geometry, with ωB97M-V with the def2-TZVPD basis set.

Values from the calculation:
E_LUMO   0.91 eV
Relative energy (zero: lowest compared OMol25 entry of this formula, charge and spin)   173.6 kJ/mol
Total charge   0
SMILES string   C[C@H]1[C@@H](C#N)N1C

Atoms and positions in Å:
C 0.2277 -0.6543 1.7905
C 0.5196 -0.2420 0.3670
C -0.3183 -0.5705 -0.8307
C -1.3321 -1.5786 -0.6478
N -1.9348 -2.5426 -0.4298
N -0.3757 0.7331 -0.2324
C 0.1363 1.8192 -1.0446
H -0.8446 -0.6910 1.9975
H 0.6728 -1.6333 1.9909
H 0.6894 0.0664 2.4786
H 1.5532 -0.3542 0.0807
H 0.2301 -0.6767 -1.7709
H 1.0238 1.5224 -1.6230
H 0.3964 2.6508 -0.3869
H -0.6437 2.1511 -1.7390

---

Computed, not measured: a cluster of 12 separate species, C4H34NO12S2 in total in a non-equilibrium geometry, with ωB97M-V with the def2-TZVPD basis set.

Values from the calculation:
E_LUMO   -2.40 eV
Total charge   +1

Atoms and positions in Å:
N 1.3361 -0.5912 -0.8969
C 0.9845 0.7420 -0.2569
C -0.1124 1.4314 -1.1804
O 0.3416 2.6067 -1.7823
C 0.4335 0.5132 1.1298
S 1.8497 -0.2366 2.0636
S 1.6929 -2.3019 2.1342
C 0.7370 -2.6767 3.6185
H 1.7618 -0.5031 -1.8291
H 0.4944 -1.1331 -1.1176
H 2.0531 -0.9646 -0.2859
H 1.9134 1.3007 -0.3388
H -0.3550 0.7542 -1.9921
H -0.8694 1.6491 -0.4179
H 0.5012 3.2286 -1.0623
H -0.5468 0.0871 1.2412
H 0.1471 1.4442 1.6414
H 0.6395 -3.7656 3.5228
H -0.2774 -2.2612 3.6491
H 1.0810 -2.5159 4.6372
H -3.6289 1.4274 0.8630
H -4.8398 1.9754 1.4854
O -3.9664 1.6618 1.7401
H -1.1551 -4.3790 2.0062
H -2.4173 -4.4079 1.1631
O -1.5780 -4.9058 1.3236
H 2.4192 1.9216 -2.8975
H 1.2397 1.2946 -3.5882
O 2.0466 1.0752 -3.0949
H 1.0008 4.4650 0.6802
H 0.9629 4.3000 2.1998
O 0.3978 4.2546 1.4230
H -1.7952 -2.3451 -1.8053
H -1.2260 -2.2122 -0.5231
O -1.6800 -1.6358 -1.1613
H -0.0849 0.1446 -5.4315
H -0.7682 -0.0333 -3.9812
O -0.2042 0.4891 -4.5482
H -2.9675 -2.3112 0.2069
H -2.4392 -2.0928 1.7934
O -2.8354 -2.6386 1.0963
H -2.3707 -0.6961 3.1860
H -2.8771 0.1418 2.0091
O -2.1384 -0.4222 2.2927
H 4.6090 1.4680 -1.1874
H 4.8988 1.2984 0.2784
O 4.3739 0.9342 -0.4418
H 1.0209 5.2466 -1.8519
H 0.2356 5.7332 -0.6109
O 0.8206 5.0699 -0.9329
H 0.5497 -4.0619 -2.1103
H 0.2057 -4.1048 -0.6774
O 0.3854 -3.4618 -1.3812